Entry 1:
64
Properties=species:S:1:pos:R:3 method="wB97M-V/def2-TZVPD" e_tot_ev=-35659.5857 smiles="COCCCCCC1=CC(=O)OC1=O.CCO.CCO.CCO.CCO" charge=0
C -2.829 2.359 -1.206
O -2.041 2.671 -2.346
C -0.723 2.141 -2.241
C -0.634 0.760 -2.949
C -0.059 -0.383 -2.068
C -1.123 -1.150 -1.252
C -0.732 -1.458 0.213
C -0.480 -0.188 0.968
C 0.613 0.543 1.070
C 0.182 1.726 1.923
O 0.582 2.800 1.851
O -0.833 1.233 2.719
C -1.575 0.484 1.792
O -2.703 0.436 1.718
H -2.623 3.061 -0.387
H -3.877 2.374 -1.501
H -2.560 1.358 -0.845
H -0.091 2.848 -2.785
H -0.356 2.125 -1.206
H -1.615 0.529 -3.373
H 0.055 0.889 -3.788
H 0.768 0.025 -1.484
H 0.387 -1.107 -2.756
H -1.276 -2.118 -1.741
H -2.099 -0.660 -1.290
H 0.088 -2.172 0.281
H -1.611 -1.918 0.674
H 1.567 0.350 0.607
C 3.135 4.314 -0.025
C 3.889 3.030 0.262
O 3.764 2.108 -0.822
H 2.080 4.101 -0.199
H 3.220 5.012 0.809
H 3.519 4.800 -0.926
H 3.487 2.543 1.149
H 4.951 3.235 0.432
H 4.126 2.529 -1.609
C -2.266 0.249 6.307
C -1.617 1.549 6.746
O -0.367 1.741 6.092
H -1.611 -0.596 6.525
H -3.220 0.095 6.816
H -2.443 0.252 5.229
H -1.423 1.537 7.818
H -2.269 2.400 6.523
H -0.538 1.763 5.143
C 2.923 -1.780 -5.981
C 2.577 -0.335 -5.670
O 2.672 -0.078 -4.271
H 2.256 -2.455 -5.444
H 2.841 -1.981 -7.051
H 3.942 -2.010 -5.660
H 1.554 -0.114 -5.972
H 3.250 0.345 -6.203
H 3.579 -0.262 -4.003
C -1.830 -5.906 2.306
C -2.012 -4.933 1.155
O -1.105 -5.227 0.095
H -0.807 -5.864 2.681
H -2.515 -5.677 3.125
H -2.012 -6.931 1.976
H -1.810 -3.915 1.482
H -3.035 -4.974 0.769
H -1.287 -6.125 -0.205



Entry 2:
71
Properties=species:S:1:pos:R:3 method="wB97M-V/def2-TZVPD" e_tot_ev=-46121.4499 charge=-2 de_lowest_kcal_mol=0.00
O -5.913 -1.367 -5.670
C -6.066 -0.213 -5.173
O -5.900 0.881 -5.800
B -6.385 -0.142 -3.541
C -4.944 -0.300 -2.764
C -4.195 1.027 -2.937
C -2.711 1.003 -2.713
F -2.359 1.301 -1.414
F -2.033 1.923 -3.454
F -2.095 -0.172 -2.962
O -7.081 1.173 -3.110
C -8.166 0.765 -2.330
C -8.553 -0.499 -3.063
O -9.670 -1.200 -2.461
B -10.915 -0.734 -2.710
O -11.840 -0.659 -1.640
O -11.374 -0.396 -3.988
O -7.397 -1.219 -3.068
H -4.393 -1.109 -3.256
H -5.048 -0.552 -1.698
H -4.593 1.768 -2.236
H -4.387 1.415 -3.948
H -7.806 0.449 -1.332
H -8.954 1.532 -2.241
H -8.802 -0.205 -4.105
H -11.597 0.089 -1.083
H -10.992 0.431 -4.303
C 0.842 3.388 2.591
C 0.600 2.449 1.419
N 1.718 1.554 1.169
C 1.624 0.864 -0.111
C 0.465 -0.113 -0.321
C 2.134 0.746 2.297
C 1.095 -0.174 2.957
H 1.778 3.935 2.461
H 0.027 4.109 2.656
H 0.885 2.858 3.544
H 0.460 3.043 0.514
H -0.349 1.916 1.579
H 2.574 0.348 -0.283
H 1.562 1.637 -0.883
H 0.607 -1.045 0.228
H 0.385 -0.368 -1.378
H -0.492 0.318 -0.034
H 2.530 1.415 3.067
H 2.992 0.147 1.974
H 0.148 0.341 3.122
H 1.464 -0.504 3.932
H 0.894 -1.064 2.364
C 8.577 0.668 2.752
C 7.254 -0.068 2.596
N 7.285 -1.075 1.551
C 5.967 -1.569 1.188
C 5.168 -2.343 2.244
C 8.332 -2.072 1.669
C 8.389 -2.909 2.956
H 8.899 1.085 1.797
H 8.460 1.487 3.463
H 9.368 0.019 3.129
H 6.482 0.654 2.319
H 6.957 -0.474 3.577
H 6.073 -2.188 0.294
H 5.376 -0.702 0.878
H 5.556 -3.349 2.400
H 4.134 -2.445 1.909
H 5.150 -1.824 3.203
H 9.294 -1.566 1.550
H 8.249 -2.737 0.806
H 8.279 -2.288 3.846
H 9.357 -3.410 3.024
H 7.620 -3.679 2.984



Entry 3:
69
Properties=species:S:1:pos:R:3 method="wB97M-V/def2-TZVPD" e_tot_ev=-76212.5372 charge=+1
Be -1.867 -2.716 0.292
C 0.732 -0.167 -0.718
C 0.192 -1.470 -0.395
O -0.953 -1.579 0.471
H 0.306 0.471 -1.492
H 1.719 -0.175 -1.180
H 0.886 0.477 0.148
H 0.995 -2.122 -0.050
H -0.124 -1.892 -1.349
C 3.778 0.524 -0.331
S 2.959 0.199 -1.953
O 4.052 0.577 -2.975
C 3.058 -1.696 -2.066
H 4.124 1.553 -0.232
H 4.623 -0.155 -0.215
H 3.089 0.342 0.494
H 4.019 -2.115 -2.363
H 2.239 -2.171 -2.606
H 2.932 -1.998 -1.026
C -0.430 -0.656 2.662
S -2.186 -0.534 2.092
O -2.520 -1.574 1.061
C -3.125 -1.052 3.695
H -0.022 0.061 3.373
H 0.362 -0.877 1.946
H -0.371 -1.558 3.270
H -2.842 -0.640 4.664
H -3.239 -2.128 3.822
H -4.080 -0.626 3.387
C 1.333 -1.408 2.658
S 2.389 -1.596 1.094
O 3.794 -1.015 1.429
C 2.566 -3.400 1.438
H 1.897 -1.789 3.510
H 0.466 -2.012 2.388
H 1.136 -0.350 2.832
H 2.576 -3.608 2.508
H 3.448 -3.756 0.905
H 1.800 -4.068 1.045
C -2.141 0.274 -0.567
S -3.652 -0.915 -0.784
O -3.259 -2.353 -0.471
C -4.585 -0.162 0.582
H -2.139 1.364 -0.533
H -1.264 -0.070 -1.115
H -1.728 0.069 0.420
H -4.043 0.048 1.504
H -5.373 -0.901 0.732
H -5.184 0.716 0.343
N -0.580 0.815 -3.652
C -1.312 0.673 -2.485
C -1.732 1.915 -2.040
C -1.188 2.864 -2.952
C -0.503 2.143 -3.965
H -0.173 0.062 -4.188
H -1.407 -0.256 -1.943
H -2.288 2.202 -1.160
H -1.303 3.936 -3.021
H 0.167 2.498 -4.734
N 0.168 2.669 -1.271
C 0.209 4.014 -0.983
C 0.566 4.233 0.353
C 0.725 2.950 0.939
C 0.306 2.026 -0.071
H -0.293 2.266 -2.075
H -0.047 4.683 -1.791
H 0.836 5.187 0.782
H 1.145 2.802 1.923
H 0.363 0.949 -0.008



Entry 4:
80
Properties=species:S:1:pos:R:3 method="wB97M-V/def2-TZVPD" e_tot_ev=-234565.8815 smiles="CS(=O)(=O)[C@@H](CNI)OCP(O)O.ClCCCl.ClCCCl.ClCCCl.ClCCCl.ClCCCl.ClCCCl.ClCCCl" charge=0
C 0.516 1.098 0.283
S -1.203 0.707 0.456
O -1.327 -0.720 0.760
O -1.927 1.208 -0.710
C -1.836 1.674 1.882
C -2.773 0.793 2.742
N -4.149 0.707 2.260
I -5.212 2.431 2.474
O -0.767 2.187 2.669
C -0.945 3.578 3.026
P -0.364 4.657 1.614
O -1.818 5.286 1.137
O 0.319 5.908 2.457
H 0.658 2.179 0.406
H 1.089 0.508 1.006
H 0.755 0.782 -0.743
H -2.419 2.484 1.415
H -2.393 -0.237 2.797
H -2.774 1.238 3.752
H -4.189 0.405 1.292
H -0.333 3.749 3.928
H -2.001 3.748 3.302
H -1.746 5.424 0.188
H 0.487 5.710 3.380
Cl -0.195 5.391 -5.331
C 0.079 3.734 -4.726
C -0.652 3.466 -3.436
Cl 0.026 4.400 -2.076
H 1.152 3.601 -4.608
H -0.281 3.051 -5.494
H -0.564 2.416 -3.166
H -1.708 3.714 -3.513
Cl 1.733 -0.871 -2.799
C 2.493 -2.316 -2.069
C 2.331 -2.347 -0.571
Cl 3.276 -1.052 0.218
H 3.541 -2.325 -2.355
H 2.007 -3.187 -2.505
H 2.698 -3.295 -0.181
H 1.291 -2.215 -0.277
Cl 3.795 -4.389 -5.848
C 5.535 -4.700 -5.611
C 5.854 -5.012 -4.171
Cl 5.624 -3.602 -3.104
H 6.077 -3.825 -5.961
H 5.798 -5.553 -6.233
H 6.898 -5.313 -4.084
H 5.224 -5.809 -3.790
Cl -6.120 -2.125 4.466
C -4.671 -3.159 4.527
C -3.779 -2.816 5.694
Cl -3.017 -1.218 5.494
H -4.144 -3.046 3.582
H -5.014 -4.188 4.623
H -2.975 -3.546 5.771
H -4.338 -2.803 6.627
Cl 6.257 5.248 0.873
C 5.806 3.549 1.168
C 4.547 3.157 0.437
Cl 3.102 3.975 1.086
H 5.693 3.420 2.242
H 6.634 2.933 0.821
H 4.382 2.086 0.547
H 4.612 3.398 -0.622
Cl 5.696 -6.702 -1.282
C 4.799 -8.016 -0.476
C 3.395 -8.142 -1.014
Cl 2.386 -6.734 -0.588
H 4.796 -7.804 0.591
H 5.347 -8.940 -0.652
H 2.916 -9.021 -0.584
H 3.393 -8.231 -2.097
Cl -9.473 1.879 0.229
C -9.022 3.408 -0.570
C -7.760 3.997 0.007
Cl -7.994 4.574 1.679
H -9.861 4.092 -0.471
H -8.867 3.184 -1.624
H -7.450 4.856 -0.586
H -6.953 3.267 0.024



Number 1: frontier orbital gap 9.46 eV. Number 2: frontier orbital gap 2.54 eV. Number 3: frontier orbital gap 5.61 eV. Number 4: frontier orbital gap 8.86 eV.